119
Properties=species:S:1:pos:R:3:forces:R:3 method="wB97M-V/def2-TZVPD" e_lumo_ev=-1.67 e_above_lowest_kcal_mol=80.32 homo_lumo_gap_ev=7.96 charge=+1 total_energy_ha=-2867.889507 fmax_ev_per_a=19.12
C -0.386673 0.686576 1.208597 3.0 4.3 0.9
C 0.904758 0.946774 0.296255 -1.2 1.1 1.1
N 0.690270 0.244168 -1.026302 0.6 2.5 -1.1
C 0.711577 0.813895 -2.327474 -0.4 1.5 2.6
C 0.746124 -0.184082 -3.189937 0.5 -0.9 -3.3
N 0.863514 -1.376316 -2.503730 1.2 0.8 1.4
C 0.762587 -1.041954 -1.208168 0.6 0.6 -2.7
C 1.075617 -2.735476 -3.087155 -3.3 -1.0 3.0
H -1.110737 0.675742 0.484164 -2.5 0.6 -1.4
H -0.518134 1.499330 2.078048 0.3 -1.5 -2.4
H -0.445900 -0.188254 1.704082 0.4 -3.2 1.4
H 1.881547 0.660147 0.643280 0.1 -0.9 0.5
H 1.066875 2.084539 0.307651 -0.8 -1.6 -1.3
H 0.688978 1.893526 -2.422861 -0.1 -0.4 -0.1
H 0.711425 -0.102229 -4.313777 0.2 -0.3 1.6
H 0.818345 -1.677970 -0.456442 0.3 -3.1 3.2
H -0.006633 -2.816716 -3.269109 0.5 -1.6 -1.3
H 1.369560 -3.621752 -2.398201 -0.6 2.2 -0.4
H 1.731740 -2.814544 -3.883346 1.0 0.7 -1.7
N 0.323108 -5.596811 -0.672828 1.2 -1.3 1.3
C -0.712116 -5.716875 0.214335 3.8 -2.7 -0.8
C -0.867001 -6.830332 1.039391 6.7 -1.3 -3.6
C 0.141369 -7.868865 0.988138 1.4 8.9 -5.9
C 1.318699 -7.748117 0.111670 -3.9 3.5 0.5
C 1.354434 -6.565843 -0.687031 -3.7 0.3 2.2
H -1.254362 -4.876516 0.418048 -1.9 2.1 -0.3
H -1.702157 -6.952153 1.505994 -4.8 -0.7 3.4
H 0.110356 -8.722445 1.345604 -1.1 -7.7 4.3
H 2.024993 -8.514637 0.044508 1.1 -0.9 0.0
H 2.166848 -6.245611 -1.254891 1.2 0.0 -1.2
N 2.687975 -1.928566 2.719965 -1.3 3.2 0.9
C 1.992078 -0.839291 3.313922 -1.4 0.2 -1.5
C 0.654292 -0.962615 3.917016 1.4 -1.1 -0.3
C 0.170109 -2.340308 4.018077 0.4 2.8 -0.3
C 0.938562 -3.360176 3.429344 -2.7 -2.1 0.8
C 2.129274 -3.113186 2.748314 0.9 -1.4 -0.5
H 2.367148 0.234958 2.969200 -0.5 -2.5 1.3
H -0.027051 -0.082235 4.307658 1.9 -1.8 -0.9
H -0.864674 -2.380769 4.486032 1.6 -0.8 -0.7
H 0.467550 -4.428619 3.483349 1.2 2.0 -0.3
H 2.708640 -3.936198 2.141041 -1.3 1.4 1.5
N 4.071848 -3.669944 -2.488405 -2.6 1.4 -6.7
C 4.405027 -4.216223 -1.409939 3.6 -1.2 2.9
C 5.113606 -5.427010 -1.382276 -1.6 -1.4 0.5
C 5.054933 -6.264628 -2.475833 1.0 0.4 0.4
C 4.600504 -5.769128 -3.658655 -1.8 7.2 4.5
C 4.109980 -4.382618 -3.706709 1.8 -3.3 4.8
H 4.470879 -3.571291 -0.532497 -0.5 -0.2 0.1
H 5.469358 -5.903735 -0.485140 0.2 0.5 0.5
H 5.491080 -7.235824 -2.403548 0.2 -0.6 -0.1
H 4.604242 -6.156247 -4.519867 0.2 -3.9 -6.3
H 3.772378 -4.040300 -4.644825 -0.3 1.1 -0.6
N 1.838208 3.126921 3.014592 0.3 -1.0 1.3
C 2.927442 2.710145 3.730203 -0.6 1.6 -2.2
C 3.002233 2.554690 5.089214 1.6 0.4 0.0
C 1.971410 2.812224 5.882334 -3.9 -0.4 0.9
C 0.750879 3.071115 5.141193 4.5 0.1 -0.1
C 0.715871 3.288872 3.775186 0.1 -2.1 0.2
H 3.867672 2.639679 3.186730 -0.3 -0.2 -0.3
H 3.918902 2.443902 5.594654 1.4 -0.7 -0.1
H 2.063986 2.608540 7.012210 -0.6 0.8 -1.9
H -0.069684 3.273060 5.642754 -4.1 0.5 2.4
H -0.337123 3.227591 3.364305 1.5 1.0 -0.2
C -2.069180 4.757018 0.072553 -0.8 0.6 3.7
C -2.236564 5.816819 1.148448 5.1 -2.6 -8.0
C -1.365008 6.877229 1.026813 -1.7 -1.2 1.0
C -0.278082 6.848499 0.186192 -1.4 -2.9 -2.3
C -0.100686 5.859275 -0.833049 -3.7 0.8 5.6
C -0.978577 4.777319 -0.789501 -0.5 1.7 -0.1
O -0.880258 3.801753 -1.679239 0.8 -2.9 -3.3
O -1.590514 7.976113 1.788510 1.3 1.4 0.4
H -2.716104 3.827852 0.132428 0.8 1.3 -0.3
H -2.896897 5.762147 1.846059 -4.4 -0.4 4.1
H 0.189404 7.727778 0.227325 2.6 3.2 -0.3
H 0.509053 5.893626 -1.607942 3.3 0.5 -3.0
H -0.351435 3.820770 -2.589967 -1.2 1.2 2.9
H -2.469699 8.097944 2.150681 -0.1 -0.6 -0.3
C -2.549373 -1.664362 -2.272573 -3.6 6.7 -2.5
C -2.949417 -1.057104 -3.538409 0.0 -1.7 -0.9
C -3.490027 0.237245 -3.568920 0.6 -1.6 1.0
C -3.562597 0.931247 -2.378245 0.4 -3.7 0.2
C -3.407778 0.253397 -1.173068 3.6 -7.3 -15.1
C -2.912605 -1.041714 -1.064526 2.0 -0.6 -3.9
O -2.464775 -1.720796 0.028835 -0.6 0.1 -0.2
O -4.062912 0.621296 -4.717272 0.6 -0.6 -1.5
H -2.316241 -2.591622 -2.315782 2.0 -6.2 0.0
H -3.031391 -1.645262 -4.624427 0.6 1.3 3.3
H -4.043200 1.797310 -2.452736 -1.7 3.9 0.4
H -3.529645 0.552702 -0.404517 -3.3 8.2 16.9
H -2.725014 -1.189915 0.759056 -0.2 0.4 1.7
H -4.518170 1.447590 -4.739075 -0.3 0.9 0.5
C 1.438664 1.173552 -6.502226 4.5 6.0 3.9
C 1.605424 2.324872 -5.442831 -2.2 -2.9 -3.3
C 0.434109 2.822016 -4.873673 6.8 0.0 -1.2
C -0.646160 2.176081 -5.134304 -7.4 -2.2 -0.7
C -0.857483 1.139508 -6.063333 2.7 2.6 1.4
C 0.219778 0.696640 -6.781588 0.6 -2.2 0.2
O 0.109896 -0.437216 -7.509849 -6.3 2.5 0.1
O 0.569642 3.886160 -4.072616 -1.6 0.8 1.8
H 2.455692 1.069335 -6.923711 -1.1 -1.0 -0.3
H 2.504887 2.860201 -5.216592 0.8 -0.4 -0.3
H -1.549257 2.508621 -4.604019 0.1 -0.1 -0.2
H -1.774658 0.742250 -6.185454 -3.0 -1.3 -0.3
H 0.836574 -0.898055 -7.674150 5.2 -2.5 -1.0
H 1.264938 4.439777 -4.390482 0.7 0.6 -0.2
C -2.616683 0.878391 5.637167 -2.1 3.6 4.3
C -3.019882 2.156086 6.533404 1.4 -1.9 -10.8
C -3.351019 3.328120 5.844087 0.7 -4.1 -3.7
C -3.443544 3.401013 4.360117 3.0 -7.9 2.8
C -3.083839 2.212317 3.576727 -0.9 1.2 3.4
C -2.751635 0.958681 4.251386 -0.3 2.4 3.1
O -2.516895 -0.184342 3.623392 1.9 0.2 -3.8
O -3.708952 4.417895 6.433453 -2.6 2.6 -1.8
H -2.513286 -0.027214 6.363790 0.2 1.3 -2.2
H -3.127574 2.170429 7.479947 -0.3 -0.6 6.7
H -3.663910 4.308662 4.059733 -1.2 4.1 -2.3
H -3.213261 2.189544 2.523414 0.1 0.1 -0.8
H -3.026561 -0.890804 3.910260 -1.6 -1.8 1.1
H -3.273859 4.513344 7.212188 1.7 0.6 3.8



113
Properties=species:S:1:pos:R:3:forces:R:3 method="wB97M-V/def2-TZVPD" e_lumo_ev=-3.03 homo_lumo_gap_ev=8.82 charge=+1 total_energy_ha=-9073.200563 fmax_ev_per_a=7.13
C 1.217820 2.875784 -0.439513 -1.7 -3.0 6.2
C 0.763760 2.275070 0.636277 1.7 3.6 -4.1
C 0.054712 1.775733 2.000233 -1.4 0.9 -2.8
F 0.154746 2.814710 2.986698 0.2 -2.5 -1.6
C -1.533507 1.457608 1.723985 0.5 0.0 0.4
C -2.219919 2.469575 0.680526 -1.1 0.7 2.0
C -3.755966 2.692177 1.188173 -0.2 0.1 -0.2
F -2.174777 2.018456 -0.692857 0.1 0.7 2.3
C -1.760375 -0.101523 1.415216 -1.2 0.2 0.2
N -0.651368 -0.774122 0.668801 2.5 1.4 2.1
C 0.692950 -0.399510 1.220336 -2.9 -0.4 -0.8
N 1.756979 -0.848037 0.559709 -0.4 0.7 1.2
C 1.765323 -1.719918 -0.657084 0.9 -2.2 -1.0
N 2.410961 -1.061800 -1.837708 -1.0 -1.3 0.3
N 0.649268 0.466864 2.395283 1.5 -1.0 -1.5
C 1.898299 0.573735 3.186134 2.4 0.9 0.7
C 1.648914 0.698518 4.780719 -0.6 -0.6 -0.1
C 0.161230 0.198435 5.173800 -0.1 0.0 1.1
C -0.049345 -1.396624 4.970053 0.2 0.6 -0.4
C -1.435822 -1.957678 5.607924 0.9 -1.1 0.5
O -2.248270 -0.960781 6.271656 -0.3 -0.6 -1.6
C -3.271381 -0.417167 5.395906 0.0 0.4 -0.7
H 1.641203 3.407205 -1.394550 -0.3 -1.4 3.1
H -2.040145 1.664881 2.754868 1.1 -0.4 -2.1
H -1.706201 3.501544 0.844839 -0.6 -1.8 -1.0
H -4.349042 3.382526 0.464778 1.1 -1.5 1.0
H -3.793364 3.239907 2.211550 0.5 -1.0 -1.9
H -4.305088 1.686595 1.365436 0.9 1.6 -0.6
H -2.730141 -0.180508 0.779260 1.8 0.0 1.0
H -1.940416 -0.694267 2.380265 0.2 1.1 -1.2
H -0.788754 -1.796093 0.728561 0.4 0.6 -0.4
H 2.706930 -0.574606 0.898114 -1.2 -0.1 -0.4
H 2.439649 -2.631581 -0.390504 -1.3 1.6 -0.2
H 0.755448 -2.157275 -0.958583 1.2 1.0 1.1
H 3.004178 -1.809104 -2.261098 -0.5 1.0 0.4
H 1.638558 -0.913129 -2.517381 0.9 0.3 0.5
H 2.466677 1.525680 2.828543 -0.8 -1.6 0.6
H 2.640328 -0.309733 3.041536 -1.7 1.3 -0.1
H 1.882139 1.773296 5.124365 -0.7 -1.7 -0.6
H 2.395037 0.006437 5.332690 -1.1 1.1 -1.0
H -0.676895 0.816999 4.659336 1.6 -1.1 0.8
H 0.029622 0.399192 6.309616 0.2 -0.3 -1.9
H -0.058395 -1.638638 3.842416 0.1 0.3 1.6
H 0.870486 -1.942246 5.426603 -1.7 0.9 -0.7
H -1.143811 -2.744772 6.412687 -0.6 1.4 -1.3
H -2.013493 -2.530385 4.796068 0.6 1.0 1.2
H -4.283158 -0.971487 5.454359 1.6 0.8 0.2
H -2.911985 -0.499040 4.308013 -0.5 0.2 1.4
H -3.390349 0.700489 5.625899 0.0 -1.9 -0.1
Cl 0.569967 3.476934 -2.866002 -0.9 0.3 -1.9
C 0.325750 3.947089 -4.568670 -0.1 0.2 -0.5
C 1.210920 3.155323 -5.511429 -0.3 -0.1 -0.1
Cl 2.931826 3.582080 -5.334828 0.0 0.0 0.1
H 0.504922 5.020811 -4.654175 0.1 -0.2 0.1
H -0.725250 3.758689 -4.799562 0.1 -0.1 0.0
H 0.936965 3.370779 -6.546409 0.0 0.1 0.2
H 1.110347 2.079978 -5.350292 0.0 0.2 0.1
Cl -0.179866 -4.792623 0.397435 -0.1 0.2 -0.1
C 0.796409 -6.230175 0.797318 0.4 -0.4 0.2
C 2.255284 -6.050672 0.427211 0.0 0.0 0.2
Cl 2.501496 -6.009816 -1.337245 0.0 0.1 0.0
H 0.354782 -7.090616 0.290596 0.1 0.2 0.0
H 0.703839 -6.385761 1.874396 0.1 0.1 -0.1
H 2.839216 -6.890842 0.808660 -0.2 0.2 -0.1
H 2.667066 -5.130551 0.847751 -0.1 -0.1 -0.1
Cl 0.990702 -10.877616 0.186157 0.0 0.1 0.0
C 2.708209 -10.606564 -0.201800 0.2 0.0 -0.1
C 3.566826 -10.506084 1.043812 0.1 -0.3 -0.3
Cl 3.235968 -9.018965 1.968890 0.0 -0.1 0.2
H 2.779096 -9.704484 -0.813361 0.0 -0.1 0.1
H 3.033067 -11.454947 -0.808121 0.0 0.1 0.1
H 4.622422 -10.476828 0.765159 -0.1 0.1 0.0
H 3.414206 -11.358811 1.708220 -0.1 0.2 -0.1
Cl 8.308879 1.145733 -5.509774 0.0 0.0 0.0
C 6.896968 1.826132 -6.356392 -0.1 0.1 -0.1
C 5.624726 1.059406 -6.053631 -0.1 0.3 0.1
Cl 5.636805 -0.572742 -6.769324 0.0 0.0 0.0
H 7.115690 1.836372 -7.426104 0.0 -0.1 0.2
H 6.794989 2.860415 -6.020038 -0.1 -0.1 0.0
H 4.765855 1.583673 -6.477787 0.2 0.0 0.0
H 5.463056 0.956474 -4.978674 0.1 0.0 -0.2
Cl 4.543452 -3.552383 -10.290236 0.0 0.0 0.0
C 3.439267 -3.750332 -8.906772 -0.1 0.0 0.1
C 4.181414 -3.802466 -7.585722 -0.1 0.2 0.0
Cl 5.139459 -5.294298 -7.411057 0.0 0.0 0.0
H 2.847675 -4.653167 -9.071851 0.2 0.1 0.0
H 2.762213 -2.893082 -8.917737 0.1 0.0 0.1
H 3.467889 -3.786798 -6.758676 0.0 0.0 -0.1
H 4.855387 -2.951647 -7.469544 -0.1 -0.2 -0.1
Cl -3.801360 5.871412 3.191789 0.0 0.0 -0.1
C -3.623607 5.453724 4.914320 0.0 -0.1 0.3
C -2.437970 4.542291 5.162323 0.1 0.5 0.2
Cl -2.690897 2.909397 4.490220 -0.2 0.3 0.5
H -4.558061 5.000037 5.250825 0.1 0.0 -0.1
H -3.488121 6.393194 5.454641 0.1 -0.1 -0.1
H -2.282294 4.420549 6.236457 -0.1 0.0 -0.1
H -1.521006 4.947702 4.729623 -0.2 -0.1 -0.1
Cl -2.076734 1.285621 -6.149637 0.1 0.0 0.0
C -3.177033 1.086635 -4.761674 -0.1 0.0 0.2
C -2.428345 1.038734 -3.443624 -0.4 0.2 -0.1
Cl -1.468068 -0.454417 -3.273172 0.1 -0.1 0.0
H -3.768006 0.182865 -4.923476 0.2 0.1 0.0
H -3.855772 1.942384 -4.771397 0.1 -0.1 0.1
H -3.138542 1.053441 -2.614897 0.1 0.0 -0.2
H -1.756473 1.888519 -3.326139 0.0 -0.1 0.0
Cl -6.904968 7.073826 5.013103 0.0 0.0 0.1
C -7.792784 7.537343 3.539496 -0.1 0.0 -0.3
C -7.114779 8.671905 2.796791 0.0 -0.1 -0.1
Cl -7.207093 10.209842 3.690486 0.0 0.0 0.0
H -8.813525 7.797285 3.826859 0.2 0.0 0.0
H -7.834072 6.650253 2.903391 0.1 0.1 0.0
H -7.609592 8.834071 1.836604 0.0 -0.1 0.1
H -6.062038 8.454373 2.604741 -0.1 0.0 0.1



94
Properties=species:S:1:pos:R:3:forces:R:3 method="wB97M-V/def2-TZVPD" e_lumo_ev=-2.70 homo_lumo_gap_ev=9.00 charge=+1 total_energy_ha=-2956.283471 fmax_ev_per_a=0.45
C -0.421070 -2.069291 0.933004 0.0 -0.1 0.0
C -1.717939 -1.312603 1.166557 0.0 -0.1 -0.1
C -1.784106 0.081598 0.543370 -0.2 0.1 0.3
I -2.305459 -0.006385 -1.524944 0.0 0.1 -0.2
P -0.355015 1.182544 0.777440 0.0 0.1 -0.1
C 1.039318 0.933708 -0.345533 0.2 0.0 0.0
C 2.343169 0.254910 0.112975 0.1 -0.2 -0.1
N 3.374849 1.190777 0.537287 0.0 0.3 0.1
C -0.001230 1.229269 2.561553 0.0 0.1 0.2
N 1.133431 2.085141 2.866367 -0.2 -0.2 0.3
C 1.769619 1.699551 4.135286 -0.1 0.0 0.0
P -1.073076 3.244918 0.419942 0.4 0.3 0.0
N 0.052438 4.250501 0.794066 -0.1 0.0 -0.1
H -0.170653 -2.127135 -0.128336 0.0 0.0 0.0
H -0.519258 -3.087621 1.307911 0.0 0.0 0.0
H 0.429876 -1.631118 1.460363 0.0 0.1 0.0
H -2.549234 -1.880022 0.748301 -0.1 0.0 0.1
H -1.942451 -1.238567 2.231604 0.1 0.1 0.0
H -2.611227 0.651780 0.980909 -0.1 -0.1 0.0
H 1.289173 1.931963 -0.722977 -0.1 0.0 0.0
H 0.601720 0.387654 -1.184807 0.0 0.0 0.0
H 2.160413 -0.509388 0.870561 0.0 0.0 0.0
H 2.705568 -0.273737 -0.770664 -0.1 -0.2 0.0
H 3.695420 1.021745 1.480836 0.0 -0.1 0.0
H 3.009217 2.130928 0.542787 0.0 0.2 0.1
H 0.157344 0.204121 2.902151 0.1 0.0 0.0
H -0.948934 1.556049 3.018980 0.0 -0.1 0.1
H 0.782473 3.032942 2.958302 0.2 0.1 -0.3
H 1.092309 1.792246 4.991515 0.0 -0.1 0.0
H 2.645404 2.318301 4.316739 0.0 0.0 -0.1
H 2.101704 0.663313 4.068450 0.1 0.0 0.0
H -1.557818 3.155514 -0.891562 -0.2 0.0 -0.1
H -2.200913 3.217772 1.241755 -0.2 0.0 0.0
H 0.374701 4.846314 0.043722 0.1 0.1 0.1
O -3.587418 -3.177695 2.858988 0.1 -0.1 0.1
C -4.183542 -4.063332 2.309128 -0.1 0.1 0.0
O -4.630747 -3.918945 1.045314 -0.1 0.0 -0.1
C -5.431396 -5.063703 0.657331 0.1 0.0 0.1
C -4.961779 -6.190496 1.571051 0.1 0.0 0.0
C -4.580411 -5.425182 2.838205 0.0 0.0 -0.1
H -6.478300 -4.803710 0.822406 0.0 0.0 0.0
H -5.254189 -5.241937 -0.397456 0.0 0.0 -0.1
H -5.725204 -6.949232 1.722385 0.0 0.0 0.0
H -4.084037 -6.670235 1.137944 0.0 0.0 0.0
H -5.430456 -5.280049 3.508225 0.0 0.0 0.0
H -3.765656 -5.854619 3.414484 0.0 0.0 0.0
O -2.496051 -6.366952 -2.071747 -0.1 0.1 0.1
C -1.506773 -5.798004 -2.432652 0.0 0.0 0.0
O -0.446377 -6.454026 -2.941698 0.1 0.0 0.0
C 0.641386 -5.544346 -3.202784 -0.1 0.0 0.0
C -0.011126 -4.171472 -3.335660 -0.1 -0.1 0.0
C -1.207525 -4.307552 -2.397937 0.0 -0.1 -0.1
H 1.333596 -5.593000 -2.360159 0.0 0.0 0.0
H 1.149714 -5.888420 -4.098555 0.0 0.0 0.0
H 0.672367 -3.364094 -3.096514 0.1 0.1 0.1
H -0.360724 -4.029523 -4.359210 0.0 0.0 0.0
H -0.967238 -4.051082 -1.364716 0.0 0.0 0.0
H -2.087862 -3.743011 -2.694993 0.0 0.0 0.0
O -4.339255 2.526924 0.843848 0.1 -0.3 -0.1
C -4.888175 2.765994 -0.202011 -0.1 0.1 0.1
O -4.658587 3.917675 -0.854719 0.1 0.0 -0.1
C -5.512586 4.019357 -2.020096 0.0 -0.1 0.0
C -5.896370 2.578788 -2.350161 0.1 0.0 0.1
C -5.897062 1.934180 -0.965025 0.1 0.1 0.0
H -6.374116 4.628697 -1.746529 0.0 0.0 0.0
H -4.947964 4.528085 -2.795636 0.0 0.0 0.0
H -6.844920 2.510392 -2.875766 0.0 0.0 0.0
H -5.125789 2.122252 -2.973334 0.0 0.0 0.0
H -6.858464 2.040030 -0.457370 0.0 0.0 0.0
H -5.615978 0.886360 -0.939998 0.0 -0.1 0.0
O 5.179083 2.655051 3.885965 0.0 0.0 0.0
C 5.107263 3.733344 3.369797 -0.1 0.0 0.0
O 6.175235 4.532861 3.192830 0.1 0.0 0.0
C 5.774851 5.796010 2.624757 0.0 0.0 0.0
C 4.441600 5.516141 1.929161 0.1 -0.2 0.0
C 3.870306 4.411791 2.815233 0.1 0.2 0.0
H 5.673985 6.516771 3.437775 0.0 0.0 0.0
H 6.569354 6.120212 1.959087 0.0 0.0 0.0
H 3.811829 6.398178 1.843862 0.0 0.0 0.1
H 4.628098 5.127966 0.926450 0.0 0.0 0.0
H 3.299661 4.817319 3.654114 0.0 0.0 0.0
H 3.257134 3.680401 2.307023 -0.2 -0.1 -0.1
O 3.127598 -1.501083 -2.877102 -0.1 0.0 0.0
C 4.114636 -0.928452 -3.252585 0.0 0.0 0.1
O 5.162631 -1.573920 -3.781830 0.1 -0.1 -0.1
C 6.245273 -0.653418 -4.046588 0.0 0.0 0.0
C 5.584034 0.721901 -4.151522 -0.1 -0.2 0.0
C 4.399581 0.556100 -3.200631 0.1 0.1 -0.1
H 6.943088 -0.713939 -3.210461 0.0 0.0 0.0
H 6.742418 -0.987279 -4.952135 0.0 0.0 0.0
H 6.260882 1.532101 -3.893863 0.0 0.0 0.1
H 5.226989 0.882985 -5.168782 0.0 0.0 0.0
H 4.653027 0.807502 -2.166379 0.0 0.0 0.0
H 3.510692 1.115643 -3.482669 0.0 0.0 0.0